[1]
The following is a DFT calculation (ωB97M-V with the def2-TZVPD basis set) of a structure of composition C29H31CeClN2O2P at a distorted geometry.

The value obtained for the orbital gap (alpha / beta) is 0.1873 / 0.1628 hartree. The value obtained for the LUMO energy (alpha / beta) is -8.69 / -9.36 eV. The strongest force on any atom comes out at 0.1276 Eh/bohr. As for the multiplicity: 2. The expectation value of S² is 0.754. As for the total energy: -2659.6788 Ha. Its net charge is +2.

Last column: Mulliken charge in e.
Element x y z (Å)
Ce 1.072 -0.312 0.719  0.42
Cl 1.814 1.095 2.674  -0.26
C -0.310 -0.132 -1.503  0.34
O -1.123 0.065 -2.310  -0.19
P 2.275 0.844 -1.626  0.99
C 3.577 -0.414 -1.936  0.43
C 1.863 1.441 -3.262  0.55
C 3.144 2.247 -0.808  0.47
C 2.004 2.791 -3.616  -0.45
C 1.708 3.190 -4.917  -0.66
C 1.255 2.263 -5.857  -0.57
C 1.095 0.923 -5.492  -0.83
C 1.389 0.507 -4.197  -0.11
H 2.362 3.513 -2.881  0.38
H 1.842 4.236 -5.191  0.43
H 1.028 2.583 -6.876  0.42
H 0.742 0.193 -6.218  0.43
H 1.291 -0.544 -3.919  0.37
C 3.813 -1.444 -1.009  -0.31
C 4.751 -2.436 -1.295  -0.87
C 5.479 -2.397 -2.491  -0.55
C 5.267 -1.359 -3.406  -0.75
C 4.324 -0.370 -3.123  -0.04
H 3.291 -1.481 -0.040  0.09
H 4.916 -3.251 -0.585  0.43
H 6.210 -3.174 -2.716  0.42
H 5.835 -1.303 -4.336  0.44
H 4.150 0.439 -3.832  0.51
C 4.541 2.369 -0.854  -0.39
C 5.165 3.467 -0.258  -0.73
C 4.398 4.427 0.410  -0.56
C 3.006 4.301 0.476  -0.77
C 2.377 3.218 -0.137  -0.17
H 5.126 1.603 -1.363  0.40
H 6.249 3.563 -0.311  0.43
H 4.884 5.280 0.879  0.41
H 2.403 5.045 1.001  0.44
H 1.289 3.114 -0.080  0.42
H 1.070 -2.163 0.841  0.25
H 2.064 -1.597 1.513  0.24
C -4.661 -4.525 4.302  -1.08
C -5.274 -3.158 4.500  -0.56
N -4.830 -2.128 3.535  0.19
C -5.710 -1.936 2.366  -0.53
C -7.019 -1.265 2.759  -1.05
C -3.502 -1.770 3.582  0.18
O -2.730 -2.284 4.397  -0.62
C -3.025 -0.699 2.640  -0.32
C -3.715 0.502 2.424  0.07
C -3.170 1.453 1.566  -1.02
C -1.940 1.190 0.961  -0.01
N -1.237 0.072 1.264  -0.01
C -1.763 -0.874 2.084  0.00
H -4.831 -4.885 3.284  0.28
H -5.121 -5.218 5.008  0.38
H -3.588 -4.477 4.502  0.32
H -6.361 -3.189 4.399  0.29
H -5.013 -2.778 5.497  0.35
H -5.189 -1.334 1.613  0.43
H -5.926 -2.926 1.928  0.28
H -6.836 -0.312 3.269  0.23
H -7.601 -1.057 1.855  0.39
H -7.618 -1.907 3.416  0.37
H -4.660 0.676 2.941  0.56
H -3.685 2.384 1.343  0.45
H -1.478 1.872 0.241  0.44
H -1.150 -1.767 2.261  0.49



[2]
The following is a DFT calculation (ωB97M-V with the def2-TZVPD basis set) of a structure of composition C29H32AuOP2.

The value obtained for the orbital gap is 0.3102 hartree. The value obtained for the LUMO energy is -2.34 eV. As for the energy above the lowest of the compared OMol25 structures with the same formula, charge and spin: 0.0 kcal per mole. The strongest force on any atom comes out at 0.0099 Eh/bohr. As for the total energy: -2017.7284 Ha. Its net charge is +1.

Last column: natural (NBO) charge in e.
Element x y z (Å)
Au -0.932 0.428 0.806  0.59
C 0.750 -2.162 -1.554  -0.41
C -0.210 -1.135 -2.178  -0.72
P 0.458 0.610 -2.175  0.80
C 0.360 1.036 -3.954  -0.25
C 1.014 0.187 -4.852  -0.25
C 1.070 0.496 -6.201  -0.19
C 0.486 1.665 -6.671  -0.20
C -0.149 2.519 -5.785  -0.18
C -0.210 2.211 -4.431  -0.25
C -0.976 1.589 -1.544  -0.27
C -2.304 1.350 -1.923  -0.25
C -3.315 2.222 -1.549  -0.20
C -3.024 3.351 -0.781  -0.25
C -1.720 3.587 -0.367  -0.21
C -0.704 2.711 -0.743  -0.28
C 0.400 -2.591 -0.125  -0.72
P 0.567 -1.267 1.123  0.95
C 0.279 -2.060 2.722  -0.41
C 1.012 -1.656 3.834  -0.19
C 0.738 -2.197 5.084  -0.20
C -0.266 -3.141 5.230  -0.19
C -1.002 -3.542 4.122  -0.20
C -0.738 -3.004 2.873  -0.15
C 2.311 -0.806 1.104  -0.43
C 2.700 0.502 0.843  -0.18
C 4.046 0.837 0.815  -0.20
C 5.006 -0.136 1.046  -0.17
C 4.623 -1.447 1.310  -0.22
C 3.281 -1.782 1.342  -0.13
H 1.776 -1.787 -1.578  0.22
H 0.743 -3.069 -2.162  0.23
H -1.170 -1.146 -1.656  0.23
H -0.417 -1.406 -3.213  0.25
H 1.488 -0.722 -4.498  0.21
H 1.575 -0.175 -6.884  0.22
H 0.532 1.910 -7.723  0.22
H -0.603 3.434 -6.144  0.22
H -0.713 2.893 -3.757  0.21
H -2.535 0.500 -2.554  0.23
H -4.331 2.040 -1.875  0.23
H -3.811 4.049 -0.524  0.24
H -1.485 4.460 0.228  0.23
H 0.322 2.930 -0.469  0.24
H 1.045 -3.416 0.187  0.25
H -0.629 -2.955 -0.078  0.24
H 1.803 -0.924 3.730  0.23
H 1.318 -1.878 5.940  0.23
H -0.474 -3.566 6.202  0.23
H -1.786 -4.281 4.229  0.23
H -1.335 -3.325 2.029  0.21
H 1.946 1.254 0.649  0.22
H 4.344 1.856 0.608  0.23
H 6.056 0.124 1.023  0.23
H 5.372 -2.205 1.495  0.23
H 2.988 -2.802 1.564  0.21
C -2.417 0.516 3.828  -0.64
C -3.164 1.499 2.960  -0.06
O -2.920 1.177 1.569  -0.78
H -2.636 0.724 4.875  0.24
H -1.339 0.602 3.680  0.21
H -2.720 -0.508 3.607  0.22
H -2.835 2.522 3.155  0.18
H -4.239 1.435 3.133  0.19
H -3.296 1.865 1.002  0.51



[3]
The following is a DFT calculation (ωB97M-V with the def2-TZVPD basis set) of a structure of composition C29H32BF3O2 at a distorted geometry.

The value obtained for the orbital gap is 0.3108 hartree. The value obtained for the LUMO energy is 0.58 eV. As for the energy above the lowest of the compared OMol25 structures with the same formula, charge and spin: 3.9 kcal per mole. The strongest force on any atom comes out at 0.1047 Eh/bohr. As for the total energy: -1599.1738 Ha.

Last column: natural (NBO) charge in e.
Element x y z (Å)
C 1.619 3.715 -0.116  -0.63
C 2.291 2.570 0.655  0.24
C 3.835 2.701 0.607  -0.63
C 1.594 2.289 2.079  0.26
C 2.512 2.034 3.289  -0.63
C 0.448 3.274 2.441  -0.64
O 1.032 0.927 1.923  -0.76
B 1.417 0.489 0.698  1.19
C -2.742 0.342 -1.183  0.02
C -3.188 -0.386 -0.043  -0.20
C -3.696 -1.659 -0.228  -0.19
C -3.504 -2.260 -1.482  -0.11
C -4.297 -3.451 -1.908  0.97
F -4.839 -3.232 -3.149  -0.33
F -3.563 -4.602 -2.008  -0.33
F -5.318 -3.700 -1.039  -0.33
C -2.594 -1.720 -2.388  -0.19
C -2.240 -0.402 -2.269  -0.25
C -2.906 1.762 -1.327  -0.25
C -1.812 2.529 -2.098  -0.41
C -3.160 2.451 -2.668  -0.40
O 2.049 1.394 -0.127  -0.75
H 1.843 4.696 0.341  0.21
H 1.933 3.739 -1.168  0.23
H 0.534 3.564 -0.149  0.21
H 4.234 3.646 1.020  0.21
H 4.346 1.854 1.106  0.22
H 4.175 2.661 -0.446  0.23
H 3.271 2.795 3.461  0.21
H 1.841 2.025 4.158  0.22
H 3.011 1.020 3.249  0.23
H 0.773 4.296 2.754  0.22
H -0.247 3.446 1.610  0.22
H -0.163 2.872 3.254  0.23
H -3.131 0.050 0.963  0.23
H -4.156 -2.191 0.602  0.24
H -2.110 -2.281 -3.181  0.23
H -1.673 0.080 -3.067  0.22
H -3.380 2.283 -0.498  0.22
H -1.508 3.542 -1.805  0.22
H -1.049 1.856 -2.501  0.21
H -3.380 1.754 -3.482  0.22
H -3.680 3.419 -2.692  0.22
C 0.367 -0.579 -0.339  -0.53
C 1.821 -1.092 -0.532  -0.02
C 2.664 -0.884 -1.653  -0.16
C 3.950 -1.414 -1.665  -0.21
C 4.502 -2.002 -0.513  -0.24
C 3.769 -2.027 0.671  -0.18
C 2.436 -1.646 0.648  -0.28
C -0.364 -1.730 0.352  -0.03
C -0.414 -3.091 -0.073  -0.16
C -1.082 -4.074 0.660  -0.23
C -1.693 -3.763 1.878  -0.22
C -1.581 -2.469 2.349  -0.22
C -0.950 -1.478 1.599  -0.22
H -0.053 -0.170 -1.246  0.25
H 2.284 -0.304 -2.511  0.21
H 4.558 -1.345 -2.571  0.22
H 5.499 -2.428 -0.525  0.21
H 4.212 -2.330 1.622  0.22
H 1.828 -1.678 1.566  0.24
H 0.145 -3.462 -0.946  0.21
H -1.187 -5.107 0.301  0.22
H -2.283 -4.486 2.437  0.22
H -2.019 -2.159 3.301  0.21
H -0.832 -0.470 2.004  0.23